[1]
The following is a DFT calculation (ωB97M-V/def2-TZVPD) of C39H43AsBaN4O3Si as an isolated structure at a distorted geometry.

Element x y z (Å)
Ba -0.1343 -0.4923 0.1047
C -2.9182 -1.1690 -0.9174
C -3.1661 -0.3988 0.2141
C -2.7934 -0.8770 1.4689
C -2.1811 -2.1206 1.5932
C -1.9321 -2.8923 0.4617
C -2.3024 -2.4142 -0.7924
H -3.2089 -0.7934 -1.8908
H -3.6327 0.5710 0.1080
H -2.9789 -0.2764 2.3515
H -1.8803 -2.4832 2.5673
H -1.4401 -3.8516 0.5671
H -2.1152 -3.0153 -1.6742
O 0.9672 2.9925 -1.5267
C 1.9232 3.6889 -0.7384
C 3.3202 3.2843 -1.1707
C 3.6076 1.8046 -0.8946
C 3.6799 1.5040 0.5767
C 4.7840 1.9052 1.3281
C 4.8168 1.6487 2.6851
C 3.7394 0.9910 3.2606
C 2.6922 0.6183 2.4403
N 2.6444 0.8652 1.1274
H 0.2329 2.7413 -0.9442
H 1.7742 3.4498 0.3195
H 1.7923 4.7689 -0.8594
H 4.0470 3.9129 -0.6475
H 3.4344 3.4868 -2.2389
H 4.5418 1.5134 -1.3807
H 2.8053 1.2018 -1.3198
H 5.6065 2.4101 0.8366
H 5.6693 1.9458 3.2824
H 3.7151 0.7429 4.3127
H 1.8560 0.0670 2.8505
C 2.3916 0.6525 -4.0663
As 0.7498 0.1851 -3.1387
C 0.3004 -1.4293 -4.1635
C -0.4685 1.4255 -4.0189
H 2.2348 0.5939 -5.1434
H 3.2020 -0.0172 -3.7813
H 2.6653 1.6708 -3.7948
H 0.4326 -1.2536 -5.2313
H -0.7403 -1.6993 -3.9799
H 0.9306 -2.2634 -3.8555
H -0.5405 1.1861 -5.0801
H -0.0770 2.4320 -3.8826
H -1.4578 1.3929 -3.5634
O 1.1275 -1.9608 1.4635
Si 1.4679 -2.8930 2.7154
C 3.3329 -3.0034 2.9350
C 4.1575 -2.3393 2.0252
C 5.5416 -2.3740 2.1439
C 6.1296 -3.0785 3.1836
C 5.3292 -3.7542 4.0966
C 3.9490 -3.7168 3.9671
C 0.6472 -2.2115 4.2809
C 0.7229 -2.8721 5.5108
C 0.1052 -2.3700 6.6477
C -0.6170 -1.1859 6.5825
C -0.7198 -0.5134 5.3735
C -0.0944 -1.0284 4.2454
C 0.7900 -4.6378 2.4909
C -0.4153 -5.0627 3.0538
C -0.9635 -6.3026 2.7467
C -0.3070 -7.1493 1.8653
C 0.9001 -6.7547 1.3021
C 1.4385 -5.5148 1.6154
H 3.7004 -1.7814 1.2159
H 6.1603 -1.8487 1.4261
H 7.2077 -3.1073 3.2818
H 5.7837 -4.3119 4.9061
H 3.3454 -4.2621 4.6851
H 1.2658 -3.8082 5.5853
H 0.1832 -2.9052 7.5858
H -1.1009 -0.7935 7.4678
H -1.2855 0.4085 5.3093
H -0.1960 -0.4903 3.3066
H -0.9360 -4.4190 3.7559
H -1.8988 -6.6089 3.1990
H -0.7280 -8.1172 1.6236
H 1.4224 -7.4169 0.6226
H 2.3848 -5.2228 1.1709
N -0.6561 3.1000 2.5934
C -1.0853 2.8126 1.3365
O -0.4656 1.9277 0.6687
C -2.2207 3.4529 0.8037
C -2.8881 4.4624 1.5367
N -3.3968 5.2533 2.2061
C -2.6789 3.0021 -0.4545
N -2.9827 2.5661 -1.4809
H 0.2778 2.8049 2.8247
H -1.0309 3.9006 3.0760

Results
Energy (eV): -122659.0256
Kohn-Sham gap (Eh): 0.2976
Energy relative to the best compared isomer or geometry (same formula, charge and spin) (kcal/mol): 24.3

---

[2]
The following is a DFT calculation (ωB97M-V/def2-TZVPD) of C39H43AsNO2PPtS as an isolated structure at a distorted geometry.

Element x y z (Å)
Pt -0.1255 0.4193 -0.2353
S -1.0614 -1.2192 -1.4735
C -2.5673 -0.4627 -2.0216
C -3.6874 -1.2585 -2.2368
C -4.8525 -0.6557 -2.6852
C -4.9176 0.7182 -2.9046
C -3.7992 1.5070 -2.6912
C -2.6206 0.8966 -2.2718
As -1.0134 1.8733 -2.0101
C -1.4470 3.6727 -1.5762
C -1.3261 4.6262 -2.5884
C -1.7858 5.9121 -2.3511
C -2.3424 6.2402 -1.1236
C -2.4510 5.2856 -0.1197
C -2.0050 3.9941 -0.3373
C -0.0614 1.8207 -3.6659
C -0.4377 0.8312 -4.5780
C 0.2431 0.7152 -5.7794
C 1.2903 1.5799 -6.0695
C 1.6578 2.5674 -5.1649
C 0.9895 2.6871 -3.9569
H -3.6622 -2.3234 -2.0478
H -5.7305 -1.2663 -2.8474
H -5.8415 1.1696 -3.2375
H -3.8352 2.5756 -2.8645
H -0.9046 4.3797 -3.5531
H -1.7087 6.6568 -3.1311
H -2.6967 7.2471 -0.9487
H -2.8868 5.5492 0.8341
H -2.0935 3.2495 0.4386
H -1.2646 0.1660 -4.3649
H -0.0550 -0.0400 -6.4937
H 1.8145 1.4922 -7.0117
H 2.4624 3.2497 -5.4037
H 1.2787 3.4704 -3.2687
C 3.0298 -2.3273 7.5291
C 2.2158 -1.0956 7.2489
C 2.2324 -0.0366 8.1467
C 1.4775 1.1026 7.9226
C 0.6882 1.1923 6.7895
C 0.6539 0.1327 5.8946
N -0.1142 0.2358 4.6917
C -1.3182 0.8192 4.5302
C -2.1501 1.0818 5.6434
C -3.3713 1.6735 5.4878
C -3.8663 2.0400 4.2179
C -3.1150 1.7626 3.1243
C -1.8329 1.1454 3.2355
C -1.1424 0.8734 2.0410
O -1.6692 1.1878 0.8674
O 0.0165 0.3047 1.9448
C 1.4157 -1.0183 6.0982
C 1.3752 -2.1925 5.1584
H 3.6760 -2.1753 8.3907
H 3.6579 -2.5999 6.6792
H 2.3871 -3.1848 7.7415
H 2.8560 -0.1043 9.0286
H 1.5190 1.9286 8.6193
H 0.1399 2.0999 6.5751
H 0.3419 -0.0688 3.8494
H -1.8231 0.7711 6.6240
H -3.9799 1.8450 6.3663
H -4.8366 2.5037 4.1182
H -3.4932 1.9936 2.1381
H 0.6362 -2.0837 4.3666
H 1.1254 -3.1064 5.6995
H 2.3515 -2.3638 4.6969
C 3.1178 1.9687 -1.3573
C 3.1919 0.6820 -0.5565
P 1.8611 -0.5218 -0.8407
C 2.0501 -1.2140 -2.5133
C 3.4950 -1.3931 -2.9834
C 2.0416 -1.8293 0.4104
C 3.4029 -2.5281 0.4434
H 3.9692 2.6038 -1.1184
H 2.2104 2.5276 -1.1181
H 3.1284 1.7780 -2.4282
H 3.2033 0.8912 0.5171
H 4.1106 0.1335 -0.7827
H 1.5087 -0.5457 -3.1893
H 1.5053 -2.1601 -2.5268
H 4.0077 -0.4367 -3.0837
H 3.4945 -1.8636 -3.9654
H 4.0825 -2.0247 -2.3200
H 1.2396 -2.5493 0.2193
H 1.8134 -1.3653 1.3734
H 3.5803 -3.1133 -0.4572
H 3.4292 -3.2160 1.2870
H 4.2249 -1.8245 0.5705

Results
Energy (eV): -130922.8778
Kohn-Sham gap (Eh): 0.1463
Charge: +2
Energy relative to the best compared isomer or geometry (same formula, charge and spin) (kcal/mol): 0.0

---

[3]
The following is a DFT calculation (ωB97M-V/def2-TZVPD) of C39H43ClMoP2Si2 as an isolated structure at a distorted geometry.

Element x y z (Å)
C -0.3679 1.3318 -1.0682
C 0.7624 0.7392 -1.7273
C 0.3213 -0.4810 -2.3409
H 1.7541 1.1614 -1.8066
C -1.0774 -0.6458 -2.0526
C -1.5020 0.4762 -1.2681
H -2.5210 0.6981 -0.9917
H -0.3835 2.2999 -0.5850
H 0.9197 -1.1325 -2.9616
H -1.7048 -1.4477 -2.4138
Mo 0.0731 -0.6658 -0.1801
Si 1.6116 -3.3184 -0.3472
C 3.3536 -2.6925 -0.4557
C 4.3766 -3.2114 0.3565
H 4.1220 -3.9157 1.1552
C 5.7180 -2.9012 0.1098
H 6.5028 -3.4154 0.6688
C 6.0449 -1.9536 -0.8665
H 7.0951 -1.7167 -1.0699
C 5.0271 -1.3214 -1.5892
H 5.2677 -0.5472 -2.3213
C 3.6942 -1.6970 -1.3923
H 2.9113 -1.2054 -1.9820
C 0.7397 -3.7292 -1.9265
C 1.4184 -3.8303 -3.1510
H 2.4673 -3.5274 -3.2288
C 0.7623 -4.3483 -4.2722
H 1.3395 -4.5660 -5.1798
C -0.6150 -4.5791 -4.2309
H -1.1325 -4.9740 -5.1121
C -1.3348 -4.3218 -3.0589
H -2.4248 -4.4519 -3.0344
C -0.6553 -3.9194 -1.9077
H -1.2208 -3.7351 -0.9897
H 0.7524 -2.4794 0.5662
Si 2.4480 -6.4833 -0.5693
C 1.6312 -7.2178 -2.0790
C 2.4170 -7.8256 -3.0825
H 3.5078 -7.8494 -2.9835
C 1.8263 -8.4180 -4.2027
H 2.4523 -8.8983 -4.9522
C 0.4385 -8.4048 -4.3533
H -0.0268 -8.8399 -5.2379
C -0.3506 -7.8529 -3.3423
H -1.4359 -7.8460 -3.4418
C 0.2340 -7.3045 -2.1988
H -0.3965 -6.9210 -1.3934
C 4.2370 -6.2577 -1.0329
C 4.6567 -5.4731 -2.1175
H 3.9330 -4.8416 -2.6450
C 5.9949 -5.4714 -2.5172
H 6.3068 -4.8134 -3.3219
C 6.9178 -6.3165 -1.8944
H 7.9548 -6.3433 -2.2351
C 6.5058 -7.1298 -0.8350
H 7.2190 -7.7981 -0.3489
C 5.1808 -7.0879 -0.3963
H 4.8533 -7.7260 0.4310
H 2.4139 -7.5214 0.4835
Cl 1.4208 -5.0332 0.9230
C -1.4715 -1.8377 3.0293
P -1.5821 -0.6643 1.6594
C -3.3367 -0.6736 1.2242
C -1.3319 0.9874 2.4813
C -2.3702 1.6884 3.0881
C -2.1258 2.9406 3.6684
C -0.8354 3.4788 3.6646
C 0.2124 2.7729 3.0658
C -0.0290 1.5455 2.4553
P 1.3009 0.6082 1.5372
C 2.4227 1.9004 0.9544
C 2.2542 -0.2474 2.8054
H -0.9530 -2.7373 2.6875
H -2.4846 -2.1023 3.3607
H -0.9226 -1.3936 3.8679
H -3.9387 -0.8383 2.1294
H -3.6391 0.2691 0.7566
H -3.5189 -1.4949 0.5204
H -3.3791 1.2668 3.1021
H -2.9526 3.4859 4.1281
H -0.6391 4.4433 4.1306
H 1.2245 3.1805 3.0674
H 3.0720 2.2031 1.7857
H 3.0414 1.4937 0.1434
H 1.8621 2.7664 0.5805
H 2.9773 0.4636 3.2306
H 1.5898 -0.6163 3.5958
H 2.7903 -1.0875 2.3488

Results
Energy (eV): -89839.3116
Multiplicity: 3
Kohn-Sham gap (alpha / beta) (Eh): 0.2504 / 0.2348
⟨S²⟩: 2.0124
Charge: +2
Energy relative to the best compared isomer or geometry (same formula, charge and spin) (kcal/mol): 0.0

---

[4]
The following is a DFT calculation (ωB97M-V/def2-TZVPD) of C39H43N4O3PSSiTi as an isolated structure at a distorted geometry.

Element x y z (Å)
Ti -0.1277 0.9217 -0.2212
C 1.8641 -2.0410 -2.5443
C 0.7247 -1.1350 -2.2054
O 0.9296 -0.3473 -1.1964
C -0.4527 -1.1528 -2.9046
C -1.5743 -0.3191 -2.6178
C -2.7927 -0.4292 -3.4798
N -1.5673 0.5296 -1.6215
N -2.7265 1.3164 -1.4566
C -2.4943 2.2887 -0.6248
O -1.3464 2.5006 -0.0526
C -3.6129 3.2116 -0.2999
C -3.4151 4.1940 0.6639
C -4.4438 5.0655 0.9935
C -5.6706 4.9614 0.3557
C -5.8707 3.9793 -0.6078
C -4.8473 3.1070 -0.9369
H 2.7667 -1.4482 -2.7011
H 1.6562 -2.6329 -3.4329
H 2.0472 -2.7191 -1.7074
H -0.5458 -1.8374 -3.7344
H -2.6440 -1.1679 -4.2633
H -3.0306 0.5390 -3.9205
H -3.6485 -0.7084 -2.8639
H -2.4490 4.2676 1.1443
H -4.2871 5.8243 1.7493
H -6.4724 5.6439 0.6072
H -6.8295 3.8953 -1.1033
H -4.9871 2.3397 -1.6860
N -3.3693 -1.3769 0.5674
C -3.1709 -2.3387 1.5460
C -4.2638 -2.7506 2.3241
C -4.1347 -3.7643 3.2494
C -2.9143 -4.4139 3.4208
C -1.8333 -4.0027 2.6652
C -1.9260 -2.9612 1.7404
P -0.4820 -2.4174 0.7487
C 0.0599 -4.0547 0.0996
C 1.0007 -4.8933 0.6918
C 1.2811 -6.1393 0.1443
C 0.6198 -6.5671 -0.9974
C -0.3129 -5.7352 -1.6033
C -0.5825 -4.4880 -1.0618
C 0.7963 -2.0882 2.0191
C 2.1027 -1.8903 1.5665
C 3.1303 -1.6064 2.4509
C 2.8664 -1.4998 3.8103
C 1.5676 -1.6597 4.2688
C 0.5386 -1.9462 3.3792
H -2.5675 -0.8301 0.2930
H -4.2163 -0.8386 0.6406
H -5.2200 -2.2579 2.1864
H -4.9916 -4.0520 3.8462
H -2.8120 -5.2224 4.1322
H -0.8792 -4.5026 2.7916
H 1.5234 -4.5752 1.5858
H 2.0151 -6.7794 0.6180
H 0.8280 -7.5449 -1.4127
H -0.8274 -6.0577 -2.5000
H -1.3029 -3.8339 -1.5427
H 2.3173 -1.9506 0.5057
H 4.1352 -1.4564 2.0766
H 3.6683 -1.2894 4.5064
H 1.3484 -1.5611 5.3250
H -0.4708 -2.0595 3.7535
C 4.9068 4.9012 0.3597
Si 4.7943 3.4231 -0.7688
C 5.9210 3.6786 -2.2417
C 5.3244 1.8613 0.0949
C 3.0422 3.3069 -1.4741
C 2.7186 3.9473 -2.6656
C 1.4745 3.7935 -3.2776
C 0.5760 2.9280 -2.6961
N 0.8545 2.3262 -1.5425
C 2.0070 2.5501 -0.8965
S 1.9891 1.8458 0.7080
H 5.9324 5.0607 0.7018
H 4.2721 4.7697 1.2388
H 4.5801 5.8058 -0.1586
H 6.9631 3.7137 -1.9138
H 5.7182 4.6145 -2.7676
H 5.8227 2.8620 -2.9610
H 6.4145 1.8518 0.1801
H 5.0158 0.9755 -0.4654
H 4.8952 1.7783 1.0927
H 3.4535 4.5857 -3.1440
H 1.2222 4.3176 -4.1881
H -0.3841 2.6945 -3.1411
C -1.0492 1.0621 2.6052
O -0.7749 0.4344 1.3726
H -1.9392 0.6115 3.0495
H -1.2235 2.1291 2.4532
H -0.2007 0.9297 3.2782

Results
Energy (eV): -104366.8323
Kohn-Sham gap (Eh): 0.2781
Energy relative to the best compared isomer or geometry (same formula, charge and spin) (kcal/mol): 1.1

---

[5]
The following is a DFT calculation (ωB97M-V/def2-TZVPD) of C39H44AsClInN2O2P2 as an isolated structure at a distorted geometry.

Element x y z (Å)
In -0.5205 -0.1331 0.7392
O 3.1072 -0.7197 2.6252
C 2.2037 -0.7707 1.8040
O 1.3946 0.2192 1.5221
C 1.9268 -1.9525 0.9462
C 2.9037 -2.9267 0.6698
C 2.5753 -4.0739 -0.1477
C 1.2602 -4.2789 -0.5563
C 0.3648 -3.2287 -0.2493
N 0.6832 -2.1473 0.4533
H 3.8549 -2.7381 1.1357
H 3.4491 -4.6868 -0.3320
H 0.9591 -5.0613 -1.2013
H -0.6347 -3.2496 -0.6726
C -0.3437 -2.5525 3.9656
P -1.0717 -1.0927 3.1806
C -0.5708 0.2112 4.3124
C -2.8468 -1.3284 3.3700
C -3.4222 -1.5184 4.6455
C -4.7655 -1.8007 4.7126
C -5.5285 -1.9392 3.5527
C -5.0126 -1.8077 2.3162
C -3.6289 -1.4946 2.2116
P -2.9288 -1.2555 0.5652
C -3.2974 -2.9261 -0.1743
C -4.0811 -0.3456 -0.4424
H -0.5280 -2.4667 5.0443
H 0.7841 -2.4868 3.8722
H -0.7393 -3.4986 3.6236
H -0.4972 -0.1326 5.4001
H -1.2639 1.0714 4.2764
H 0.4174 0.6382 3.9942
H -2.8422 -1.4965 5.5050
H -5.2065 -2.1325 5.6558
H -6.5978 -2.0154 3.6693
H -5.6261 -2.0198 1.4315
H -4.4209 -3.1090 -0.0596
H -2.6284 -3.7150 0.2164
H -3.2370 -2.9092 -1.3004
H -5.1162 -0.7277 -0.4773
H -3.6322 -0.5131 -1.3980
H -4.0583 0.7489 -0.2041
C 3.8456 4.0524 0.8316
C 2.4914 4.2996 1.5215
C 2.0250 5.7694 1.5908
C 2.3157 3.6924 2.8853
C 1.5175 3.6105 0.6492
N 0.7863 3.0850 -0.0594
H 4.6443 4.2084 1.5134
H 4.0209 4.7061 0.0150
H 3.9264 3.0341 0.4941
H 2.7462 6.2753 2.2945
H 0.9962 5.8673 2.0165
H 1.8775 6.3113 0.6456
H 3.1053 4.1747 3.5042
H 2.6091 2.5916 2.8954
H 1.3637 3.9985 3.2685
C 0.8760 -3.8864 -3.9388
C -0.4184 -3.2715 -3.8828
C -0.5936 -2.0362 -3.3155
C 0.5001 -1.3073 -2.8162
C 1.7793 -1.8624 -2.9275
C 1.9727 -3.1282 -3.4909
As 0.2852 0.3687 -1.7908
C -1.0421 1.3094 -2.8013
C -2.0001 2.0439 -2.1422
C -2.9458 2.7552 -2.8464
C -3.0306 2.6630 -4.2703
C -2.0273 1.9686 -4.8988
C -1.0604 1.2153 -4.1875
C 2.0090 1.1311 -1.9136
C 2.1469 2.2774 -2.6703
C 3.5374 2.6324 -2.9159
C 4.6001 1.9350 -2.4099
C 4.4088 0.8511 -1.5773
C 3.0689 0.5302 -1.2820
H 1.0376 -4.8345 -4.3548
H -1.3297 -3.7663 -4.1899
H -1.5960 -1.6021 -3.2043
H 2.5879 -1.2793 -2.6078
H 2.9914 -3.4678 -3.5102
H -1.9791 2.1182 -1.0853
H -3.6257 3.3814 -2.2287
H -3.8032 3.1585 -4.8693
H -2.0121 1.8066 -5.9548
H -0.2929 0.5783 -4.7751
H 1.3432 2.8414 -3.1186
H 3.7607 3.5393 -3.4681
H 5.5829 2.2993 -2.7608
H 5.2057 0.2940 -1.1013
H 2.9060 -0.1879 -0.5076
Cl -1.9506 1.6181 1.5471

Results
Energy (eV): -145340.7312
Kohn-Sham gap (Eh): 0.3096
Charge: +1
Energy relative to the best compared isomer or geometry (same formula, charge and spin) (kcal/mol): 43.6